# 1
Molecular formula: C3H9NO2S
Method: DFT, ωB97M-V with the def2-TZVPD basis set

```
16
Properties=species:S:1:pos:R:3:forces:R:3
C -0.46216 -0.00426 -0.92936 1.25 -1.17 -1.97
O 0.17211 0.68192 -1.96502 -0.85 1.39 -0.43
C 0.29023 0.39529 0.37624 1.46 -0.35 0.64
C -0.33310 -0.15050 1.65585 0.85 -1.33 -0.35
S -0.00716 -2.05348 1.86516 -0.50 1.18 0.10
N 1.83431 0.05540 0.29965 -1.58 2.00 -0.80
H -1.64681 0.09095 -0.93139 1.84 0.13 0.52
H -0.20948 -1.06167 -1.34322 -0.94 0.69 2.09
H 0.36606 1.55769 0.47288 -0.55 -1.84 -0.54
H -1.43105 0.01658 1.49635 0.85 0.07 1.00
H 0.22019 0.33326 2.50300 -1.20 -0.19 -0.41
H 2.14393 -0.89844 0.31576 -1.02 -0.81 0.36
H 1.99180 0.35938 -0.66443 0.19 0.08 0.08
H -0.61406 1.82855 -2.17736 1.06 0.00 -0.13
H -1.98876 2.05974 -2.70648 0.56 1.07 0.11
O -1.23802 2.66041 -2.47518 -1.41 -0.93 -0.27
```
Forces are in eV/Å.

As for the relative energy (zero: lowest compared OMol25 entry of this formula, charge and spin): 1.525 eV. As for the net charge: -2. Its energy is -19674.5400 eV.

Mulliken population analysis, charges in e, atoms 1 to 4: number 1, C, carries -0.454; number 2, O, carries -0.842; number 3, C, carries 0.504; number 4, C, carries -0.888

=====

# 2
Molecular formula: C3H9NO2S
Method: DFT, ωB97M-V with the def2-TZVPD basis set

```
16
Properties=species:S:1:pos:R:3:forces:R:3
C 0.89953 0.59277 -1.69653 -3.00 0.19 1.90
C -0.04099 0.71274 -0.70959 1.03 0.92 0.25
C -0.00382 1.65104 0.50992 1.65 -0.90 -0.28
N -1.03566 -0.27128 -0.61906 0.15 1.23 2.22
H 0.68572 -0.02085 -2.52837 -0.01 -0.95 -0.66
H 1.74948 1.17391 -1.75116 1.47 1.32 0.07
H 0.48758 1.02116 1.28961 -1.10 0.36 0.08
H -0.98284 2.06894 0.77110 0.29 -0.37 0.11
H 0.74669 2.45368 0.44677 -0.51 -0.06 -0.61
H -1.95109 -0.29547 -0.19285 0.03 1.23 -0.24
H -0.97787 -0.77802 -1.40759 -0.29 -2.70 -3.04
O -1.03365 -1.51380 1.83366 0.33 1.52 -0.33
S -1.08919 -3.09137 1.78404 0.86 -0.67 -0.52
O 0.57455 -3.38903 1.40135 -1.23 0.99 0.62
H -0.89377 -1.06969 0.92976 -0.04 -1.01 0.77
H 0.55656 -4.32423 1.25205 0.37 -1.11 -0.34
```
Forces are in eV/Å.

As for the relative energy (zero: lowest compared OMol25 entry of this formula, charge and spin): 3.543 eV. As for the net charge: 0. Its energy is -19674.8699 eV.

Mulliken population analysis, charges in e, atoms 1 to 4: number 1, C, carries -1.218; number 2, C, carries 0.963; number 3, C, carries -1.122; number 4, N, carries -0.567

=====

# 3
Molecular formula: C3H9NO2S
Method: DFT, ωB97M-V with the def2-TZVPD basis set

```
16
Properties=species:S:1:pos:R:3:forces:R:3
N -0.15071 -0.71283 1.55808 -1.00 0.06 -1.21
C -0.05255 -0.20079 0.12490 -0.26 3.28 2.47
C 1.36718 -0.21613 -0.36891 -0.26 1.62 -2.24
O 1.81705 0.74528 -1.01555 -0.33 -2.66 1.81
C -0.81622 -0.93106 -0.99336 0.02 1.13 -2.72
S -2.61350 -0.99760 -0.81612 -1.32 -0.36 1.33
H -1.14231 -0.84925 1.62746 -1.01 -1.69 -0.27
H -0.27501 0.05643 2.21604 1.67 0.76 -0.27
H -0.26973 0.98396 0.23331 -0.19 -2.77 -1.03
H 1.75416 -1.25021 -0.32354 1.02 0.38 0.08
H -0.34964 -1.92033 -1.35523 -0.63 1.60 0.76
H -0.84946 -0.11802 -1.82536 1.23 -1.78 0.96
H -3.12558 -1.61240 -1.91990 0.99 0.18 0.21
O 1.55725 2.40941 1.33107 -5.44 2.60 2.34
H 0.90680 2.55327 0.61396 0.61 0.04 0.63
H 2.24229 2.06028 0.91314 4.90 -2.42 -2.86
```
Forces are in eV/Å.

As for the relative energy (zero: lowest compared OMol25 entry of this formula, charge and spin): 3.520 eV. As for the net charge: 0. Its energy is -19674.8928 eV.

Mulliken population analysis, charges in e, atoms 1 to 4: number 1, N, carries -0.729; number 2, C, carries 0.437; number 3, C, carries -0.209; number 4, O, carries -0.504

=====

# 4
Molecular formula: C3H9NO2S
Method: DFT, ωB97M-V with the def2-TZVPD basis set

```
16
Properties=species:S:1:pos:R:3:forces:R:3
N -0.94408 -1.58130 0.26930 1.05 0.95 -0.74
C 0.28423 -1.06675 0.94903 -1.71 -1.57 1.34
C -0.14448 -0.86801 2.43848 1.14 0.26 -1.83
O -0.67627 0.11443 2.86041 -0.10 -0.24 0.57
C 0.94541 0.08995 0.29729 0.14 0.15 -1.17
S 1.33648 -0.23933 -1.48451 0.11 0.01 0.37
H -1.56225 -2.06692 0.89002 -0.25 -0.21 0.34
H -1.41724 -0.77597 -0.10480 -0.61 0.16 -0.04
H 0.89746 -1.95674 1.00740 0.87 0.06 -0.27
H 0.14773 -1.80715 2.95526 -0.62 0.31 0.93
H 0.34609 0.99835 0.29964 -0.04 -0.06 0.43
H 1.90258 0.24428 0.77692 0.12 0.31 0.16
H 0.41898 -1.19915 -1.62099 -0.10 -0.09 -0.10
O -1.67685 3.10593 -2.62386 0.08 0.01 0.04
H -0.71391 3.16049 -2.64057 -0.15 -0.04 -0.06
H -1.96423 3.32502 -3.51572 0.07 -0.01 0.03
```
Forces are in eV/Å.

As for the relative energy (zero: lowest compared OMol25 entry of this formula, charge and spin): 2.164 eV. As for the net charge: 0. Its energy is -19676.2496 eV.

Mulliken population analysis, charges in e, atoms 1 to 4: number 1, N, carries -0.636; number 2, C, carries 0.153; number 3, C, carries -0.105; number 4, O, carries -0.462

=====

# 5
Molecular formula: C3H9NO2S
Method: DFT, ωB97M-V with the def2-TZVPD basis set

```
16
Properties=species:S:1:pos:R:3:forces:R:3
C 0.04069 2.16162 -1.74368 -0.47 -0.37 0.34
S 0.16373 0.65181 -0.71642 -0.13 1.03 -0.92
N 1.51466 0.81549 -0.16328 1.49 0.39 1.14
O -1.02902 0.57306 0.07132 -0.73 -0.08 -0.49
O 0.26290 -0.68542 -1.63362 -0.77 0.16 -0.41
H -0.44326 2.92541 -1.13874 0.12 -0.27 0.54
H 0.97209 2.56276 -2.09156 0.70 -0.38 0.10
H -0.60975 2.06493 -2.57666 -0.63 -0.64 -0.83
H 1.72004 0.25789 0.65984 0.03 -0.11 -0.20
H -0.56960 -1.19052 -1.74899 0.28 0.66 0.28
C 0.08668 -2.21532 1.63873 -0.71 4.17 1.83
C -0.75080 -1.21857 2.06522 1.77 -2.34 -1.33
H 1.12784 -1.91314 1.62480 0.16 -0.64 -0.52
H -0.24787 -3.18313 1.47440 -0.30 -1.67 -0.23
H -1.77900 -1.41542 2.18630 -1.15 -0.13 0.15
H -0.45933 -0.19144 2.09234 0.34 0.22 0.57
```
Forces are in eV/Å.

As for the relative energy (zero: lowest compared OMol25 entry of this formula, charge and spin): 4.144 eV. As for the net charge: 0. Its energy is -19674.2696 eV.

Mulliken population analysis, charges in e, atoms 1 to 4: number 1, C, carries -0.987; number 2, S, carries 1.095; number 3, N, carries -0.673; number 4, O, carries -0.589

=====

# 6
Molecular formula: C3H9NO3
Method: DFT, ωB97M-V with the def2-TZVPD basis set

```
16
Properties=species:S:1:pos:R:3:forces:R:3
O -1.61469 0.15231 0.05660 -0.98 -1.88 -0.83
C -0.45576 -0.73468 0.07525 -1.54 1.56 -0.50
O -0.55136 -1.92823 -0.48416 -0.81 1.24 1.08
C 0.51231 0.17187 -0.81552 0.68 0.24 0.55
C 1.54646 -0.76329 -1.31740 2.06 -2.97 -2.69
N 0.99850 1.27058 -0.00621 0.07 -1.68 0.89
H -0.02946 -0.69158 1.09963 0.11 -0.22 -0.17
H -0.03762 0.62083 -1.62512 -0.70 -0.55 -0.57
H 2.24947 -0.17173 -2.04694 -0.77 -1.22 1.57
H 1.06315 -1.75359 -2.04902 1.29 3.18 2.22
H 2.10643 -1.30964 -0.44120 -0.78 1.25 -1.78
H 1.03668 2.09642 -0.55545 -0.31 0.79 -0.24
H 0.36388 1.34278 0.90603 0.96 0.41 -0.42
H -0.41317 1.00317 2.96729 0.09 0.35 -0.80
H -1.73577 0.71617 0.84235 1.23 -0.29 0.60
O -0.48533 1.42715 2.08905 -0.62 -0.21 1.09
```
Forces are in eV/Å.

As for the relative energy (zero: lowest compared OMol25 entry of this formula, charge and spin): 1.740 eV. As for the net charge: -1. The spin multiplicity is 2. Its energy is -10886.7606 eV.

Mulliken population analysis, charges in e, atoms 1 to 4: number 1, O, carries -0.620; number 2, C, carries 0.011; number 3, O, carries -0.506; number 4, C, carries 0.424

=====

> Which formula does entry 1 have?

C3H9NO2S